# 1
# C40H50As2BrN2O2S2Ti

A structure of composition C40H50As2BrN2O2S2Ti in a non-equilibrium geometry (ωB97M-V with the def2-TZVPD basis set, the OMol25 dataset).

The calculation puts the frontier orbital gap (spin up / spin down) at 5.11 / 7.34 eV. The value obtained for the total energy is -10505.74822 Eh. The expectation value of S² is 2.036. The net charge is -1. The energy above the lowest of the compared OMol25 structures with the same formula, charge and spin comes out at 20.82 kcal per mole. Its largest force on an atom is 3.3 eV/A. The calculation puts the molar mass at 932.6 g/mol. Its spin multiplicity is 3.

Atoms and positions in Å:
1 Br 1.64814 -0.88975 -0.59028
2 As -0.65196 -3.28095 -0.67938
3 As -0.75306 -0.82135 -2.95278
4 Ti -0.79776 -0.54325 -0.05598
5 S 2.35674 -0.58275 3.53242
6 S 0.32424 1.32885 2.23162
7 O -0.94246 1.27505 -0.34398
8 O -2.52976 -0.75305 -0.41098
9 N 0.14484 -1.39365 2.45762
10 N -0.95246 -1.37395 1.68432
11 C 0.27844 -3.51305 -2.40268
12 C 1.04714 -2.63045 -4.49708
13 C 1.09314 0.40225 5.86292
14 C -0.96256 0.00555 7.72102
15 C 4.47934 3.26605 -2.04828
16 C 4.00344 3.86585 -0.71448
17 C 2.17414 0.70185 4.90022
18 C -5.47646 -2.82795 -0.26048
19 C -4.05286 -3.40025 1.58062
20 C -5.20026 -3.61145 0.85292
21 C -1.92646 -2.24505 2.02152
22 C -0.42356 0.10465 -4.71458
23 C 5.00194 3.47495 0.37742
24 C 1.01764 1.99095 0.71942
25 C -4.57246 -1.85265 -0.63858
26 C 0.30234 -2.46065 -3.33278
27 C -0.25386 4.21595 -3.49218
28 C 0.65264 -4.15035 0.50942
29 C 2.27574 2.55055 0.65962
30 C 0.07124 2.09235 -0.32888
31 C 0.34394 -0.35465 8.02692
32 C 2.60614 3.33955 -0.43228
33 C -3.08616 -2.43195 1.21812
34 C 0.30904 3.11375 -1.28288
35 C -1.79566 -2.97795 3.33652
36 C -0.23096 0.72985 5.55592
37 C 3.99394 5.39925 -0.81988
38 C 0.93264 -4.70245 -2.69688
39 C 1.35714 -0.17245 7.10602
40 C -1.94686 2.74795 -2.41768
41 C 1.57394 3.67425 -1.30718
42 C -3.37116 -1.64585 0.04542
43 C 1.62004 -4.87745 -3.88288
44 C -1.24646 0.52625 6.46752
45 C 1.69394 -3.82255 -4.77828
46 C 0.86764 -0.34585 2.67542
47 C -1.83276 -4.88595 -0.88308
48 C -0.79846 3.71925 -2.14288
49 C -1.37566 4.91075 -1.35418
50 C -2.47526 -1.60615 -3.52628
51 H 4.69954 3.87335 1.34382
52 H 5.98604 3.87705 0.13712
53 H -2.62976 -2.73785 3.99742
54 H -1.08146 4.46385 -4.15718
55 H 3.57604 5.83955 0.08382
56 H 1.54234 -3.52735 0.61322
57 H -4.77376 -1.22025 -1.49248
58 H 3.40114 5.73875 -1.66558
59 H -2.47266 -4.96505 -0.00248
60 H -2.16656 5.40235 -1.92248
61 H 0.35104 3.44405 -3.96468
62 H -1.56776 1.83375 -2.87738
63 H -2.44496 2.46915 -1.49468
64 H 0.89854 -5.51875 -1.98548
65 H -3.86456 -4.01725 2.44602
66 H -1.74806 -0.11535 8.45582
67 H -0.45626 1.17195 4.59872
68 H -0.64846 -0.54575 -5.55888
69 H 3.80354 3.52775 -2.86008
70 H -1.76846 -4.05915 3.18922
71 H 5.47654 3.63215 -2.29458
72 H 0.56824 -0.77005 9.00152
73 H -0.86606 -2.67065 3.81302
74 H 1.98744 1.63305 4.36962
75 H -2.67906 3.21325 -3.07848
76 H 1.77384 4.42095 -2.05468
77 H -1.79226 4.55715 -0.41338
78 H -2.47246 -4.76595 -1.75948
79 H 0.20094 -4.26845 1.49632
80 H -0.60336 5.64285 -1.12568
81 H -1.25176 -5.80245 -0.99248
82 H -1.05746 0.99105 -4.78048
83 H 0.35424 5.10995 -3.37288
84 H 0.94344 -5.13485 0.14212
85 H 4.50854 2.18185 -1.97148
86 H 1.14124 -1.81705 -5.20518
87 H 3.15894 0.70555 5.36142
88 H 0.61834 0.42885 -4.75588
89 H 2.37004 -0.45195 7.36202
90 H 2.10734 -5.81915 -4.09688
91 H 2.26014 -3.92815 -5.69568
92 H -2.26096 0.79495 6.20192
93 H -3.20576 -0.80745 -3.68018
94 H -2.84716 -2.26745 -2.74018
95 H 2.96604 2.34275 1.46112
96 H -6.38566 -2.97295 -0.82568
97 H 5.00974 5.77305 -0.95208
98 H -5.88966 -4.38905 1.15312
99 H 5.08354 2.39435 0.44932
100 H -2.36666 -2.17275 -4.45548



# 2
# C44H45FN4O5

A cluster of 5 separate species, C44H45FN4O5 in total (ωB97M-V with the def2-TZVPD basis set, the OMol25 dataset).

The calculation puts the frontier orbital gap at 8.56 eV. The value obtained for the total energy is -2398.73387 Eh. The net charge is 0. The SMILES is CCCc1cccc2c1C(=O)c1c(ccc(CC(=O)F)c1COCCOCC)C2=O.c1ccncc1.c1ccncc1.c1ccncc1.c1ccncc1. Its largest force on an atom is 1.0 eV/A. The calculation puts the molar mass at 728.9 g/mol.

Atoms and positions in Å:
1 F 0.63228 6.98161 -3.19766
2 O -1.58369 3.08903 2.82359
3 O -1.23043 6.03890 -3.77244
4 O -2.02225 1.41616 -1.88216
5 O 2.12394 0.72033 0.21188
6 O 0.93864 1.68989 -3.44674
7 N 1.29095 -5.17643 3.46806
8 N -5.54706 6.46062 -7.82672
9 N 5.20276 -2.20348 5.52990
10 N -1.67807 -2.02353 -2.89234
11 C -0.80832 4.67912 -0.97125
12 C 1.28661 -6.94078 5.08936
13 C -0.83762 0.95289 2.16051
14 C 1.66181 2.10380 -2.27494
15 C -1.66381 0.27475 3.04670
16 C -5.25286 5.16880 -7.69585
17 C 1.36850 -1.90687 0.86774
18 C 0.13978 4.03561 -1.76103
19 C 2.65327 -2.14418 1.70429
20 C 0.40163 2.32821 -0.06268
21 C 0.74229 2.84106 -1.32221
22 C -1.53026 -3.54313 -1.04542
23 C 5.55257 -3.48558 5.61079
24 C 0.54308 4.61506 -3.10388
25 C -0.10528 0.76604 -3.13492
26 C -1.38838 -2.28919 -1.61955
27 C -1.52883 -1.10005 3.18528
28 C -3.76497 2.01198 -0.36410
29 C -0.56783 2.98340 0.70546
30 C -0.55297 -1.76730 2.44660
31 C -0.12100 5.91227 -3.39721
32 C 2.85569 -1.22190 2.90073
33 C -1.16232 4.15139 0.26214
34 C 6.65274 -1.75942 7.38585
35 C 6.44389 -3.98242 6.54987
36 C -3.24227 2.11150 -1.79805
37 C -2.30494 -4.32116 -3.16216
38 C -1.99747 -4.58006 -1.83624
39 C 1.03763 -7.87684 4.09885
40 C 7.00554 -3.09722 7.45576
41 C -4.23646 4.69005 -6.88262
42 C 0.91764 -7.44440 2.78805
43 C -3.77262 6.95182 -6.29044
44 C 0.31114 -1.09720 1.57627
45 C -1.49598 1.37931 -3.19297
46 C 1.40272 -5.60841 4.72283
47 C 1.00707 1.08533 0.49350
48 C -3.48031 5.60398 -6.16564
49 C -4.81191 7.32523 -7.12953
50 C -1.03004 2.41572 1.99657
51 C 0.15407 0.28905 1.41770
52 C 5.74975 -1.36680 6.40918
53 C -2.12985 -3.03088 -3.63772
54 C 1.05379 -6.08948 2.52795
55 H -1.30126 5.58126 -1.29278
56 H 1.38850 -7.23425 6.12500
57 H -1.45538 2.37671 -3.63903
58 H -0.43465 -2.83473 2.57850
59 H 5.44501 -0.32944 6.32194
60 H -2.41145 0.80514 3.61259
61 H 0.97239 -5.71008 1.51418
62 H -4.73327 1.52536 -0.32908
63 H -2.16606 -1.64916 3.85825
64 H 0.93047 -2.88268 0.66868
65 H 1.59133 -1.44444 -0.08715
66 H 0.03587 0.34956 -2.13987
67 H 7.06690 -1.03387 8.07231
68 H 0.34694 3.93754 -3.92475
69 H 3.50433 -2.02668 1.03968
70 H 1.62088 4.77872 -3.08767
71 H 2.42866 2.78749 -2.62557
72 H 2.85857 -0.16834 2.64020
73 H 2.10130 1.22645 -1.82844
74 H 5.09189 -4.14414 4.88142
75 H 0.72433 -8.14044 1.98348
76 H 0.93932 -8.92653 4.34415
77 H -5.86633 4.48684 -8.27509
78 H -2.36146 -2.78582 -4.66883
79 H -1.90925 4.65015 0.85729
80 H 6.69044 -5.03516 6.56819
81 H 7.70686 -3.44435 8.20379
82 H 1.59539 -4.84311 5.46707
83 H -4.04409 3.62777 -6.81399
84 H -2.67558 -5.09988 -3.81432
85 H 3.82150 -1.44558 3.34004
86 H -5.07444 8.37038 -7.25350
87 H -3.78259 2.97774 0.12702
88 H 2.09741 -1.37707 3.66559
89 H -2.67961 5.27525 -5.51795
90 H -3.20739 7.69707 -5.74775
91 H 2.61619 -3.15080 2.09713
92 H -3.09297 3.16705 -2.04959
93 H -2.12323 -5.57371 -1.42528
94 H -3.97174 1.71625 -2.50806
95 H -0.04185 -0.06806 -3.82697
96 H -2.13473 0.76361 -3.83136
97 H -1.03595 -1.44832 -1.02987
98 H -3.07003 1.37799 0.18563
99 H -1.28321 -3.69796 -0.00414



# 3
# C42H50HfI2N8O2P

A structure of composition C42H50HfI2N8O2P in a non-equilibrium geometry (ωB97M-V with the def2-TZVPD basis set, the OMol25 dataset).

The calculation puts the frontier orbital gap at 6.07 eV. The value obtained for the total energy is -3203.00634 Eh. The net charge is +3. The energy above the lowest of the compared OMol25 structures with the same formula, charge and spin comes out at 35.20 kcal per mole. Its largest force on an atom is 2.5 eV/A. The calculation puts the molar mass at 1162.2 g/mol.

Atoms and positions in Å:
1 Hf -0.58862 1.14975 0.49926
2 I -2.01942 8.18495 2.13966
3 I 2.85688 4.81025 0.87036
4 P -2.77952 -0.57005 0.38546
5 O 0.55808 2.70975 0.43746
6 O 3.53568 1.01625 -5.35294
7 N -1.03772 1.88075 -1.76674
8 N -4.60952 -0.95915 -1.69664
9 N -4.32652 -2.83055 -0.23764
10 N 3.25508 0.56195 -3.13424
11 N -5.54662 -0.94205 0.52966
12 N -2.10622 2.84485 0.64826
13 N 4.49098 -0.87715 -4.51484
14 N 0.59618 -0.15855 -0.77734
15 C -3.42452 5.26365 1.18196
16 C 1.75048 0.00495 1.92016
17 C -1.55082 1.10825 3.53376
18 C 0.28568 -3.45785 2.24926
19 C 5.45488 -1.04745 -2.27974
20 C -5.46522 -2.39395 0.55126
21 C 0.34408 -1.96155 2.25046
22 C 0.25478 -1.40115 -1.15784
23 C 1.18508 2.06125 3.30076
24 C 4.74658 -3.03685 -3.43284
25 C -0.50602 0.22925 2.87316
26 C -1.06692 3.09715 -4.02374
27 C 0.01338 3.87245 0.81276
28 C -3.06852 -2.48395 0.31726
29 C 3.79158 0.25675 -4.46374
30 C 0.77338 5.00855 1.07446
31 C 1.50098 -1.36165 1.70786
32 C 5.68728 -3.20065 -1.21454
33 C -4.47972 -0.32145 1.24186
34 C -3.42092 2.97495 0.50836
35 C -1.39182 3.98005 0.93226
36 C -2.02272 5.22205 1.25106
37 C 2.27408 -0.12085 -2.52424
38 C 0.17908 6.21125 1.46396
39 C 1.58428 0.45915 -1.43984
40 C -4.51082 -2.40905 -1.61494
41 C 4.90038 -1.65465 -3.39904
42 C -5.69472 -0.48845 -0.84454
43 C -4.12062 4.14985 0.76496
44 C 2.54458 -2.24695 1.09576
45 C 5.83728 -1.81765 -1.19784
46 C -0.66152 -1.17665 2.84056
47 C -1.19192 6.33345 1.55746
48 C 1.87248 -1.41665 -2.92264
49 C -1.04792 2.43365 -2.78204
50 C 5.13548 -3.79585 -2.34594
51 C 0.87318 -2.04785 -2.22004
52 C 0.76988 0.80225 2.56746
53 C -3.36612 -0.31215 -1.40664
54 C 6.15958 -4.03575 -0.07164
55 C -1.77602 -1.78745 3.64296
56 C 3.10628 0.59685 1.65506
57 H -2.08062 3.09455 -4.43094
58 H 0.68238 2.11055 4.26356
59 H -0.40062 2.60005 -4.73534
60 H -0.56002 -3.85285 2.79436
61 H -5.18962 4.17845 0.62566
62 H -2.56462 0.86105 3.20826
63 H 2.25028 2.02705 3.51306
64 H 6.29418 -1.33835 -0.34514
65 H 3.03468 -2.82355 1.87966
66 H -4.70122 0.73895 1.39186
67 H 0.56488 -3.04265 -2.50024
68 H -3.95472 2.09915 0.17006
69 H -1.46162 -1.79635 4.68766
70 H 3.05348 1.67325 1.51866
71 H 7.11098 -4.49735 -0.33554
72 H -2.58452 -0.71555 -2.06644
73 H -1.98942 -2.81365 3.36936
74 H 4.84288 -1.14285 -5.42764
75 H -6.37582 -2.80695 0.11226
76 H 5.46308 -4.84135 0.15186
77 H -0.51572 -1.89095 -0.57694
78 H 3.30898 -1.69505 0.56316
79 H -1.37112 2.16825 3.34046
80 H 6.31818 -3.43175 0.81756
81 H 2.11058 -2.95905 0.39946
82 H 3.75708 0.38705 2.50666
83 H 1.17498 -3.86955 2.72246
84 H 0.80018 7.07025 1.67456
85 H -0.74292 4.13405 -3.90494
86 H -1.52552 0.97305 4.61726
87 H -2.27662 -2.96155 -0.26474
88 H -3.46462 0.75905 -1.62034
89 H -5.73792 0.60475 -0.87574
90 H 3.36598 1.53505 -2.88264
91 H -4.40972 -0.79305 2.22876
92 H 1.85238 1.46045 -1.11024
93 H 3.57908 0.17025 0.77446
94 H 0.98598 2.99065 2.77176
95 H 2.33218 -1.90595 -3.76444
96 H 5.62438 0.01745 -2.27394
97 H 5.02848 -4.86975 -2.38064
98 H -6.63202 -0.88705 -1.23394
99 H -5.37982 -2.75615 1.57886
100 H -2.69942 -1.22045 3.59606
101 H -3.93982 6.17985 1.42506
102 H 4.34328 -3.52005 -4.31114
103 H -5.43082 -2.85355 -2.00064
104 H -3.67142 -2.75585 -2.22254
105 H -3.01452 -2.85085 1.34386
106 H 0.26018 -3.85135 1.23426



> Which value of net charge does entry 3 give?

+3



> The highest largest force on an atom belongs to which entry?

C40H50As2BrN2O2S2Ti



> What is the net charge in the second record?

0



> What is the formula in the first record?

C40H50As2BrN2O2S2Ti